No. 1
21
Properties=species:S:1:pos:R:3 method="wB97M-V/def2-TZVPD" total_charge=0 smiles=CC(C)NCCN
C 1.79440 -1.21545 0.18550
C 0.99558 -0.01268 -0.41768
C 1.92915 1.08447 -0.97297
N 0.12341 0.62064 0.65807
C -1.07618 -0.24501 0.99323
C -2.09231 -0.50047 -0.10243
N -2.98853 0.73827 -0.36760
H 1.29790 -2.13845 0.61849
H 2.47021 -1.53874 -0.64300
H 2.49138 -0.88980 0.83198
H 0.25776 -0.46464 -1.11956
H 1.25760 1.99659 -1.16208
H 2.61545 1.54922 -0.40785
H 2.39511 0.80711 -1.90440
H 0.70545 0.66432 1.50941
H -0.69849 -1.40713 1.18897
H -1.37774 0.34449 1.86124
H -2.74475 -1.12164 0.46717
H -1.67450 -0.75548 -1.06215
H -3.41847 1.04920 0.56225
H -2.26243 1.43517 -0.71657

No. 2
13
Properties=species:S:1:pos:R:3 method="wB97M-V/def2-TZVPD" total_charge=0
C -1.10815 0.04567 -0.71055
C -0.85580 0.27140 0.68101
C -1.34492 -0.04600 -1.88549
C -1.00150 -2.39508 1.16334
C 1.90256 0.92549 -0.02297
S -0.98069 -0.94377 1.94861
S 0.36383 1.44689 0.91378
H -1.62948 -0.32622 -2.87925
H -1.51684 -3.17284 1.75568
H 2.45206 1.73253 -0.54820
H 2.43342 0.26396 0.65764
H 1.50723 0.28708 -0.91357
H -0.22173 1.91087 -0.16003

Quick rundown of LUMO level, same order as above: 1.0, 0.3 eV
Quick rundown of energy relative to the best compared isomer or geometry (same formula, charge and spin), same order as above: 2.523, 6.829 eV